1.
The following is a DFT calculation (wB97M-V/def2-TZVPD) of C14H13F3N6O5S in the gas phase.

```
42
Properties=species:S:1:pos:R:3:nbo_charge:R:1
C -4.766 -0.375 -0.046 -0.258
O -4.523 0.495 1.062 -0.482
C -3.218 0.817 1.302 0.575
C -2.935 1.777 2.346 -0.405
C -1.622 2.088 2.634 0.559
O -1.489 2.987 3.688 -0.469
C -0.192 3.306 4.153 -0.260
N -0.596 1.432 1.918 -0.227
N 0.752 1.461 2.028 -0.357
C 1.109 0.730 0.986 0.496
N 2.379 0.317 0.791 -0.821
S 2.992 0.224 -0.779 2.235
O 4.402 -0.156 -0.649 -0.908
O 2.874 1.613 -1.265 -0.880
C 2.056 -1.119 -1.571 -0.361
C 2.288 -2.480 -1.255 -0.028
C 3.255 -3.031 -0.158 0.984
F 4.545 -3.093 -0.636 -0.307
F 2.883 -4.274 0.199 -0.313
F 3.214 -2.277 1.010 -0.319
C 1.653 -3.417 -2.114 -0.252
C 0.787 -2.996 -3.112 0.079
N 0.554 -1.711 -3.311 -0.452
C 1.183 -0.776 -2.574 0.547
O 0.928 0.547 -2.850 -0.482
C -0.391 0.834 -3.349 -0.250
N 0.098 0.229 0.217 -0.534
C -0.956 0.608 0.860 0.531
N -2.242 0.264 0.569 -0.535
H -4.422 0.074 -0.993 0.195
H -5.840 -0.547 -0.178 0.196
H -4.370 -1.360 0.116 0.195
H -3.777 2.194 2.868 0.255
H 0.322 3.835 3.346 0.192
H -0.210 3.960 5.009 0.201
H 0.388 2.435 4.491 0.196
H 2.990 0.829 1.392 0.428
H 1.822 -4.467 -1.977 0.238
H 0.242 -3.718 -3.746 0.211
H -1.089 0.097 -2.945 0.199
H -0.378 0.764 -4.421 0.187
H -0.700 1.882 -3.058 0.201
```

Results
- Gap between HOMO and LUMO: 8.66 eV
- E_LUMO: -0.39 eV
- Charge: 0
- SMILES string: COc1cc(OC)n2nc(NS(=O)(=O)c3c(C(F)(F)F)ccnc3OC)nc2n1
- Energy relative to the best compared isomer or geometry (same formula, charge and spin): 32.6 kJ/mol

=====

2.
The following is a DFT calculation (wB97M-V/def2-TZVPD) of C3H7IO3S as an isolated structure.

```
15
Properties=species:S:1:pos:R:3:nbo_charge:R:1
C 1.617 1.035 -1.803 -0.723
C -0.889 -1.738 1.263 -0.255
C 1.840 0.579 -0.407 -0.450
O 1.575 -2.010 -1.719 -0.890
O 1.758 -2.394 0.703 -0.923
O -0.492 -1.648 -0.080 -0.695
S 1.128 -1.694 -0.392 2.179
I 3.697 0.172 0.299 0.227
H 1.407 0.078 -2.294 0.268
H 2.360 1.656 -2.308 0.244
H 0.564 1.504 -1.886 0.222
H -0.052 -2.116 1.790 0.217
H -1.719 -2.332 1.355 0.192
H -1.182 -0.778 1.572 0.177
H 1.302 1.223 0.292 0.209
```

Results
- Gap between HOMO and LUMO: 8.81 eV
- E_LUMO: -0.28 eV
- Charge: 0
- Energy relative to the best compared isomer or geometry (same formula, charge and spin): 0.0 kJ/mol

=====

3.
The following is a DFT calculation (wB97M-V/def2-TZVPD) of C4H7NO2 in the gas phase.

```
14
Properties=species:S:1:pos:R:3:nbo_charge:R:1
C -1.169 -0.573 1.546 -0.629
C -0.448 0.436 0.685 -0.552
C -0.496 0.289 -0.787 0.685
O -1.541 0.471 -1.394 -0.550
N 0.652 -0.074 -1.487 -0.665
C 1.956 0.154 -1.155 0.508
O 2.764 -0.231 -1.927 -0.572
H -1.389 -0.211 2.751 0.237
H -2.137 -0.654 0.960 0.226
H -0.885 -1.739 1.461 0.231
H -0.796 1.566 0.722 0.247
H 0.475 0.658 1.289 0.227
H 0.587 -0.714 -2.369 0.444
H 2.428 0.621 -0.295 0.163
```

Results
- Gap between HOMO and LUMO: 10.92 eV
- E_LUMO: 0.64 eV
- Charge: 0
- SMILES string: CCC(=O)NC=O
- Energy relative to the best compared isomer or geometry (same formula, charge and spin): 236.3 kJ/mol

=====

4.
The following is a DFT calculation (wB97M-V/def2-TZVPD) of C46H40BrGe2HfN5O4S2 as an isolated structure.

```
101
Properties=species:S:1:pos:R:3:lowdin_charge:R:1
Hf -0.840 0.751 0.430 1.407
Br -2.058 8.023 -0.827 0.797
C -2.140 6.174 -0.499 -0.688
C -2.938 5.360 -1.305 -0.071
C -3.016 3.998 -1.088 0.023
C -2.255 3.414 -0.082 -0.309
O -2.280 2.088 0.119 -0.267
C -1.439 4.230 0.731 -0.147
C -0.710 3.670 1.837 -0.011
N -0.372 2.425 1.924 -0.015
C -0.049 1.894 3.208 -0.231
C 0.883 2.386 4.075 0.005
C 1.086 1.751 5.321 -0.033
C 0.344 0.660 5.674 0.006
C -0.636 0.143 4.791 -0.134
C -1.469 -0.953 5.107 0.047
C -2.412 -1.363 4.206 0.000
C -2.481 -0.735 2.953 -0.123
N -1.702 0.273 2.598 0.002
C -0.816 0.746 3.536 -0.175
C -1.419 5.618 0.535 -0.064
H -3.509 5.805 -2.108 0.117
H -3.643 3.379 -1.711 0.102
H -0.509 4.324 2.688 0.155
H 1.472 3.255 3.809 0.127
H 1.836 2.142 5.994 0.120
H 0.493 0.177 6.630 0.130
H -1.359 -1.454 6.060 0.139
H -3.078 -2.187 4.419 0.125
H -3.183 -1.091 2.211 0.085
H -0.815 6.244 1.179 0.120
S -1.916 -1.466 -0.129 0.650
C -1.029 -2.759 -0.949 -0.603
C -1.806 -3.761 -1.528 -0.124
C -1.190 -4.853 -2.118 -0.054
C 0.192 -4.956 -2.122 -0.055
C 0.964 -3.959 -1.548 -0.051
C 0.358 -2.857 -0.968 -0.120
H -2.885 -3.690 -1.497 0.087
H -1.796 -5.633 -2.558 0.115
H 0.669 -5.821 -2.563 0.117
H 2.042 -4.043 -1.541 0.122
H 0.972 -2.082 -0.538 0.081
C -3.936 -1.776 -3.194 -0.243
Ge -3.462 0.120 -3.254 0.692
C -4.844 1.037 -2.208 -0.240
C -3.510 0.724 -5.114 -0.238
Ge -1.228 0.476 -2.327 0.805
C 0.112 -0.627 -3.209 -0.368
C 1.468 -0.376 -2.985 -0.126
C 2.448 -1.131 -3.605 -0.069
C 2.084 -2.153 -4.470 -0.065
C 0.744 -2.410 -4.714 -0.065
C -0.232 -1.656 -4.082 -0.111
C -0.451 2.299 -2.553 -0.354
C 0.386 2.899 -1.621 -0.173
C 0.955 4.149 -1.818 -0.065
C 0.686 4.828 -2.996 -0.057
C -0.133 4.244 -3.952 -0.052
C -0.697 2.996 -3.735 -0.088
H -4.935 -1.865 -3.623 0.036
H -3.979 -2.124 -2.162 -0.011
H -3.268 -2.427 -3.751 0.012
H -5.723 0.393 -2.180 0.028
H -5.142 1.975 -2.675 0.020
H -4.538 1.234 -1.182 0.002
H -4.536 0.618 -5.471 0.030
H -2.864 0.123 -5.751 0.025
H -3.234 1.771 -5.225 0.003
H 1.771 0.436 -2.329 0.089
H 3.493 -0.921 -3.422 0.110
H 2.846 -2.747 -4.958 0.114
H 0.459 -3.200 -5.394 0.114
H -1.271 -1.886 -4.278 0.077
H 0.655 2.406 -0.671 0.054
H 1.600 4.587 -1.068 0.115
H 1.118 5.803 -3.173 0.115
H -0.330 4.764 -4.880 0.116
H -1.316 2.565 -4.510 0.087
O 5.423 -6.500 3.259 -0.339
S 4.487 -5.863 4.155 0.386
O 3.102 -5.897 3.725 -0.375
O 4.698 -6.090 5.565 -0.340
C 4.918 -4.100 3.989 -0.323
N 6.076 -3.663 4.494 0.148
C 6.329 -2.373 4.419 -0.100
C 5.447 -1.449 3.845 0.012
C 4.299 -2.018 3.322 -0.238
N 4.044 -3.319 3.387 0.148
C 3.207 -1.267 2.653 -0.086
C 3.361 -0.009 2.070 0.028
C 2.299 0.544 1.386 -0.118
N 1.124 -0.093 1.234 -0.098
C 0.970 -1.310 1.821 -0.145
C 1.969 -1.909 2.536 0.051
H 7.273 -2.039 4.838 0.115
H 5.660 -0.391 3.830 0.102
H 4.297 0.526 2.128 0.122
H 2.387 1.516 0.913 0.114
H 0.019 -1.805 1.662 0.076
H 1.853 -2.901 2.956 0.137
```

Results
- Multiplicity: 2
- Gap between HOMO and LUMO (spin up / spin down): 4.41 / 3.38 eV
- E_LUMO (spin up / spin down): -4.50 / -5.53 eV
- Charge: +1
- Expectation value of S²: 0.758
- Energy relative to the best compared isomer or geometry (same formula, charge and spin): 114.0 kJ/mol

=====

5.
The following is a DFT calculation (wB97M-V/def2-TZVPD) of C41H63AsGeO3P3RbS4Se as an isolated structure.

```
118
Properties=species:S:1:pos:R:3:lowdin_charge:R:1
Rb 0.129 -0.053 -0.693 0.491
S 1.195 -5.251 -1.277 -0.330
As 0.055 -3.807 -0.154 -0.642
S 1.466 -2.445 0.801 -0.158
S -1.265 -2.721 -1.501 -0.333
S -1.130 -4.731 1.394 -0.337
O -0.732 2.419 -0.351 -0.461
P -1.779 3.158 -1.106 0.724
C -2.630 2.121 -2.349 -0.260
P -1.478 1.409 -3.611 0.712
O -0.481 0.527 -2.985 -0.543
C -2.580 0.501 -4.711 -0.259
C -3.643 1.055 -5.422 -0.101
C -4.433 0.247 -6.223 -0.100
C -4.175 -1.118 -6.302 -0.086
C -3.137 -1.677 -5.571 -0.048
C -2.334 -0.871 -4.775 -0.042
C -0.654 2.685 -4.594 -0.250
C 0.738 2.629 -4.539 -0.058
C 1.508 3.452 -5.347 -0.065
C 0.892 4.332 -6.224 -0.086
C -0.494 4.389 -6.285 -0.089
C -1.266 3.569 -5.478 -0.082
C -1.194 4.663 -1.902 -0.274
C -2.077 5.539 -2.530 -0.081
C -1.631 6.767 -2.983 -0.083
C -0.303 7.135 -2.802 -0.084
C 0.575 6.270 -2.165 -0.066
C 0.129 5.037 -1.710 -0.053
C -3.060 3.828 -0.014 -0.254
C -4.419 3.860 -0.300 -0.079
C -5.301 4.479 0.576 -0.084
C -4.831 5.072 1.737 -0.084
C -3.472 5.048 2.026 -0.062
C -2.593 4.436 1.150 -0.060
H -3.449 2.663 -2.827 0.059
H -3.024 1.249 -1.820 0.100
H -3.875 2.112 -5.346 0.085
H -5.258 0.676 -6.779 0.094
H -4.806 -1.750 -6.915 0.098
H -2.958 -2.743 -5.599 0.116
H -1.550 -1.302 -4.153 0.077
H 1.201 1.915 -3.866 0.091
H 2.589 3.400 -5.299 0.105
H 1.489 4.975 -6.859 0.099
H -0.977 5.078 -6.968 0.099
H -2.345 3.624 -5.544 0.091
H -3.120 5.263 -2.643 0.107
H -2.317 7.445 -3.476 0.100
H 0.048 8.093 -3.164 0.099
H 1.609 6.557 -2.022 0.106
H 0.800 4.344 -1.212 0.105
H -4.802 3.376 -1.191 0.098
H -6.361 4.486 0.355 0.101
H -5.523 5.544 2.423 0.100
H -3.102 5.500 2.938 0.107
H -1.531 4.415 1.362 0.098
C 3.937 2.946 -1.436 -0.148
C 4.749 1.650 -1.547 -0.547
C 5.589 1.663 -2.821 -0.128
P 3.565 0.189 -1.287 1.059
C 4.423 -0.682 0.107 -0.589
C 5.881 -1.052 -0.142 -0.113
C 4.255 0.119 1.397 -0.135
C 3.869 -0.949 -2.731 -0.562
C 3.438 -2.382 -2.390 -0.136
C 3.025 -0.454 -3.915 -0.132
H 4.591 3.828 -1.453 0.068
H 3.356 2.966 -0.510 0.054
H 3.230 3.029 -2.270 0.056
H 5.441 1.624 -0.702 0.076
H 4.961 1.686 -3.715 0.055
H 6.240 0.791 -2.889 0.064
H 6.223 2.557 -2.843 0.068
H 3.824 -1.594 0.223 0.009
H 6.523 -0.167 -0.218 0.062
H 6.001 -1.645 -1.050 0.062
H 6.248 -1.655 0.696 0.075
H 4.771 1.088 1.354 0.071
H 4.670 -0.438 2.244 0.066
H 3.196 0.289 1.605 0.032
H 4.928 -0.939 -3.004 0.082
H 2.404 -2.433 -2.044 0.026
H 4.041 -2.840 -1.607 0.065
H 3.512 -3.016 -3.278 0.078
H 1.963 -0.557 -3.671 0.067
H 3.226 -1.056 -4.806 0.078
H 3.214 0.595 -4.166 0.038
C 1.491 3.137 2.382 -0.088
C 0.205 3.096 3.190 -0.347
O -0.712 2.135 2.697 -0.124
H 2.203 3.843 2.819 0.076
H 1.286 3.439 1.351 0.056
H 1.941 2.142 2.360 0.025
H -0.260 4.093 3.228 0.091
H 0.422 2.796 4.216 0.093
H -0.730 2.153 1.729 0.037
C 2.652 -0.891 7.263 -0.235
Ge 3.577 -1.083 5.537 0.727
C 4.311 0.678 5.032 -0.228
C 5.094 -2.323 5.765 -0.231
C 2.269 -1.698 4.230 -0.598
Se 1.085 -0.208 3.780 0.846
C -0.533 -1.244 3.504 -0.399
H 3.282 -0.400 8.010 0.005
H 2.349 -1.867 7.648 0.012
H 1.756 -0.289 7.105 0.002
H 4.538 1.275 5.918 0.008
H 3.570 1.210 4.433 -0.016
H 5.221 0.567 4.439 0.007
H 5.768 -1.963 6.546 0.005
H 5.652 -2.403 4.830 0.010
H 4.739 -3.319 6.039 0.012
H 1.651 -2.482 4.669 0.029
H 2.690 -2.088 3.303 -0.036
H -0.858 -1.674 4.449 0.017
H -0.322 -2.024 2.769 -0.058
H -1.288 -0.555 3.129 0.012
```

Results
- Gap between HOMO and LUMO: 2.51 eV
- E_LUMO: 2.80 eV
- Charge: -2
- Energy relative to the best compared isomer or geometry (same formula, charge and spin): 154.8 kJ/mol

=====

6.
The following is a DFT calculation (wB97M-V/def2-TZVPD) of C4H12N2 in the gas phase.

```
18
Properties=species:S:1:pos:R:3:nbo_charge:R:1
C -2.283 0.448 -0.303 -0.621
C -0.632 0.458 0.028 -0.060
N -0.428 0.403 1.474 -0.857
C 0.118 -0.695 -0.622 -0.449
C 1.531 -0.793 -0.119 -0.238
N 2.411 0.429 -0.389 -0.864
H -2.584 1.321 -0.877 0.213
H -2.644 -0.574 -0.673 0.207
H -2.784 0.564 0.673 0.215
H -0.460 1.502 -0.309 0.205
H -0.950 -0.477 1.883 0.359
H 0.551 0.455 1.711 0.364
H 0.157 -0.607 -1.780 0.207
H -0.204 -1.806 -0.434 0.221
H 1.559 -1.095 0.952 0.184
H 2.160 -1.588 -0.495 0.203
H 2.571 1.138 0.423 0.360
H 1.911 0.916 -1.144 0.351
```

Results
- Gap between HOMO and LUMO: 10.28 eV
- E_LUMO: 1.07 eV
- Charge: 0
- SMILES string: C[C@@H](N)CCN
- Energy relative to the best compared isomer or geometry (same formula, charge and spin): 176.0 kJ/mol

=====

> The highest energy relative to the best compared isomer or geometry (same formula, charge and spin) belongs to which entry?

C4H7NO2